A molecular structure, C35H44AuN2O6 at a distorted geometry, computed with wB97M-V/def2-TZVPD.

Each line ends with the natural charge from an NBO analysis.
Positions of all 88 atoms, in Å:
Au 0.3412 -0.2971 -2.1465  1.35
C -2.3764 1.7675 3.9915  -0.59
C -2.9846 0.3989 3.6388  -0.13
C -2.3928 -0.6783 4.5653  -0.59
C -4.4949 0.4733 3.8792  -0.61
C -2.6300 0.0427 2.2119  0.26
C -1.3030 -0.0681 1.8397  -0.29
C -0.9320 -0.4477 0.5438  0.19
N 0.3193 -0.6302 0.1018  -0.43
C 1.5267 -0.7343 0.6324  0.14
C 1.8908 -0.8656 1.9868  -0.31
C 3.2049 -0.7495 2.3995  0.26
C 4.2266 -0.6025 1.4218  -0.14
C 3.9950 -0.5985 0.0765  -0.05
C 2.6253 -0.7465 -0.3801  0.58
O 2.3590 -0.9417 -1.5796  -0.61
C 5.1006 -0.4806 -0.9561  -0.09
C 4.8149 0.7254 -1.8676  -0.60
C 6.4875 -0.3062 -0.3245  -0.61
C 5.1205 -1.7669 -1.8086  -0.60
C 3.5381 -0.7360 3.8809  -0.14
C 2.8914 0.4914 4.5508  -0.59
C 5.0447 -0.6691 4.1504  -0.61
C 2.9863 -2.0200 4.5253  -0.59
C -1.9878 -0.6092 -0.4754  0.43
O -1.7030 -0.8089 -1.6845  -0.58
C -3.3731 -0.4992 -0.0673  0.11
C -3.6316 -0.1855 1.2390  -0.26
C -4.4699 -0.6506 -1.1093  -0.11
C -4.2855 0.4346 -2.1856  -0.60
C -5.8726 -0.4867 -0.5096  -0.61
C -4.3895 -2.0368 -1.7728  -0.60
H -2.6250 2.0060 5.0218  0.23
H -2.7833 2.5439 3.3476  0.22
H -1.2940 1.7758 3.8963  0.20
H -2.7011 -0.4742 5.5859  0.23
H -1.3067 -0.6817 4.5367  0.20
H -2.7502 -1.6666 4.2851  0.22
H -4.6791 0.6810 4.9294  0.23
H -4.9882 -0.4652 3.6399  0.21
H -4.9442 1.2766 3.3004  0.22
H -0.5204 0.1759 2.5381  0.23
H 1.1107 -1.0252 2.7122  0.23
H 5.2418 -0.5057 1.7608  0.24
H 4.8927 1.6557 -1.3112  0.22
H 3.8211 0.6626 -2.2996  0.22
H 5.5337 0.7523 -2.6817  0.23
H 6.5474 0.5903 0.2903  0.21
H 7.2288 -0.2084 -1.1145  0.24
H 6.7664 -1.1719 0.2738  0.21
H 4.2105 -1.8563 -2.3935  0.23
H 5.2218 -2.6448 -1.1730  0.21
H 5.9685 -1.7338 -2.4885  0.23
H 3.2636 1.4141 4.1117  0.22
H 3.1418 0.4949 5.6087  0.23
H 1.8084 0.4872 4.4657  0.20
H 5.4690 0.2677 3.7974  0.22
H 5.5699 -1.4983 3.6841  0.22
H 5.2234 -0.7265 5.2215  0.23
H 1.9016 -2.0674 4.4929  0.20
H 3.2887 -2.0537 5.5682  0.23
H 3.3812 -2.8999 4.0237  0.22
H -4.6573 -0.0696 1.5409  0.25
H -4.3526 1.4258 -1.7433  0.22
H -5.0692 0.3316 -2.9307  0.23
H -3.3230 0.3366 -2.6806  0.22
H -6.0161 0.5155 -0.1100  0.21
H -6.0634 -1.2228 0.2683  0.21
H -6.6154 -0.6361 -1.2895  0.23
H -3.4424 -2.1649 -2.2902  0.22
H -5.1947 -2.1373 -2.4962  0.23
H -4.4985 -2.8225 -1.0289  0.21
O -0.4691 3.7823 -2.8017  -0.62
C -0.1136 2.6720 -3.1226  0.77
O 0.6822 1.8788 -2.5786  -0.81
C -0.7486 2.1436 -4.4592  -0.12
C -1.3115 3.0792 -5.3153  -0.17
C -1.8987 2.6411 -6.4889  -0.20
C -1.9223 1.2836 -6.7760  0.08
C -1.3484 0.3461 -5.9267  -0.20
C -0.7498 0.7989 -4.7684  -0.19
N -2.5815 0.8310 -7.9941  0.52
O -2.9544 1.6820 -8.7630  -0.36
O -2.7132 -0.3600 -8.1362  -0.37
H -1.2913 4.1271 -5.0614  0.25
H -2.3510 3.3381 -7.1805  0.26
H -1.3706 -0.7062 -6.1691  0.25
H -0.2708 0.0815 -4.0934  0.12

Force components x, y, z for each atom (eV/Å):
-0.305 0.543 1.338
-0.082 -0.146 -0.114
0.032 0.107 0.273
-0.102 0.091 -0.155
0.225 -0.026 -0.092
0.097 0.061 0.081
0.526 -0.200 -0.352
-0.626 0.267 0.940
0.657 -0.247 -1.456
-0.114 0.025 0.300
-0.152 0.246 0.243
-0.831 -0.009 0.208
0.118 0.149 -1.041
0.719 0.020 0.390
-0.103 -0.350 -0.352
0.288 0.437 0.253
0.188 -0.076 -0.332
-0.092 -0.056 0.142
-0.303 -0.039 -0.004
-0.067 0.095 0.087
-0.027 -0.143 0.346
0.043 -0.075 -0.194
-0.175 -0.035 -0.108
0.083 0.097 -0.106
-0.005 0.074 0.016
0.307 0.201 0.033
-0.474 -0.022 0.093
-0.074 -0.157 -0.509
-0.218 -0.025 -0.278
0.135 -0.035 0.099
0.341 -0.003 -0.004
0.174 0.108 0.153
-0.014 0.071 0.118
-0.016 0.114 -0.030
0.140 0.002 -0.006
-0.015 -0.006 0.160
0.168 -0.019 -0.006
-0.033 -0.129 0.029
0.001 0.039 0.096
-0.110 -0.109 -0.014
-0.128 0.061 -0.072
0.020 -0.034 0.148
-0.034 0.065 0.132
0.113 0.031 0.016
0.013 0.152 0.054
0.006 0.109 -0.120
0.124 -0.012 -0.055
-0.001 0.080 0.085
-0.011 0.011 -0.076
0.046 -0.075 0.099
0.105 -0.103 -0.068
0.053 -0.128 0.020
0.076 0.002 -0.037
0.032 0.117 -0.039
0.035 -0.014 0.099
-0.178 -0.043 -0.043
0.112 0.091 -0.045
0.133 -0.112 -0.030
-0.030 0.006 0.058
-0.151 0.008 -0.019
0.014 -0.020 0.119
0.051 -0.143 -0.007
-0.091 -0.010 -0.017
-0.034 0.158 -0.003
-0.102 0.023 -0.083
-0.102 0.093 -0.120
-0.064 0.075 0.102
-0.067 -0.063 0.131
0.005 -0.005 -0.081
-0.056 -0.112 -0.056
-0.062 0.003 -0.056
-0.026 -0.154 0.058
0.374 0.454 0.770
-2.175 0.538 -2.582
1.601 -1.775 1.576
0.643 0.293 1.105
-0.123 -0.424 -0.239
-0.104 0.031 -0.171
0.400 0.197 0.770
-0.136 -0.228 -0.190
-0.307 0.400 -0.454
0.119 0.160 0.217
-0.240 0.218 -0.478
-0.127 -0.629 -0.246
0.021 0.011 0.119
0.019 -0.056 -0.013
-0.076 0.029 -0.121
0.006 -0.117 -0.404

Results
**⟨S²⟩**: 2.240
**Charge**: +1
**Electronic energy**: -55954.15636 eV
**HOMO-LUMO gap (alpha / beta)**: 5.36 / 4.69 eV
**E_LUMO (alpha / beta)**: -6.03 / -6.68 eV
**Spin multiplicity**: 3


A gas-phase ion, C35H44N (charge +1) at a distorted geometry, computed with wB97M-V/def2-TZVPD.

Each line ends with the Mulliken charge.
Positions of all 80 atoms, in Å:
C -4.6322 2.9091 4.0628  -1.50
C -3.8187 1.9047 3.3043  0.63
C -3.1692 0.8606 3.9674  -0.85
C -2.4474 -0.1150 3.2735  1.05
C -1.8806 -1.2241 4.1195  -1.95
C -2.3074 -0.0213 1.8696  -0.22
C -1.5827 -1.0974 1.0359  1.83
C -2.4154 -2.3808 0.9977  -1.62
C -0.1087 -1.3550 1.4362  -2.27
C 0.9998 -0.8801 0.4283  1.76
C 2.1233 -0.2863 1.2977  0.22
C 2.3558 1.1016 1.2233  0.40
C 1.3516 2.0350 0.5974  -1.36
C 3.5098 1.6336 1.7944  -1.23
C 4.3393 0.8471 2.5946  0.55
C 5.6200 1.4128 3.1261  -1.67
C 3.9171 -0.4421 2.9260  -0.74
C 2.7798 -1.0148 2.3289  1.52
C 2.3875 -2.3971 2.7796  -2.01
C 1.2770 -1.8953 -0.6320  0.54
C 0.0250 -2.0175 -1.5722  -0.74
C 0.5422 -2.1118 -2.9690  0.22
C -0.2350 -2.3138 -4.0942  -0.58
C 0.4178 -2.4394 -5.3265  -0.56
C 1.8186 -2.3389 -5.3937  -0.93
C 2.5776 -2.0629 -4.2601  -0.31
C 1.9424 -1.9501 -3.0111  -0.05
C 2.4667 -1.8004 -1.6701  0.09
N 3.7649 -1.9667 -1.3858  -0.10
C 4.8666 -1.9483 -2.3454  -1.10
C 6.1558 -1.9866 -1.5092  -0.76
C 5.7496 -2.4561 -0.1076  -0.77
C 4.2312 -2.3100 -0.0532  0.68
C -2.9883 1.0174 1.1963  1.10
C -2.9938 1.1154 -0.3075  -1.34
C -3.7069 1.9687 1.9157  -1.10
H -5.0603 3.6430 3.3744  0.35
H -5.4587 2.4361 4.6075  0.33
H -4.0288 3.4473 4.8031  0.34
H -3.2544 0.7811 5.0552  0.46
H -1.7723 -2.1803 3.6020  0.21
H -0.9024 -0.9533 4.5462  0.31
H -2.5459 -1.3943 4.9785  0.54
H -1.5729 -0.7256 0.0116  -0.90
H -3.4083 -2.1471 0.5951  0.40
H -1.9697 -3.1400 0.3438  0.34
H -2.5503 -2.8124 1.9938  0.34
H 0.0656 -0.8574 2.3993  0.91
H 0.0357 -2.4410 1.6018  0.37
H 0.5701 -0.0353 -0.1290  0.31
H 1.7134 3.0658 0.6764  0.51
H 1.1796 1.8394 -0.4688  0.29
H 0.3816 1.9828 1.1200  0.18
H 3.7352 2.6918 1.6428  0.43
H 6.1889 0.6462 3.6590  0.38
H 6.2408 1.8171 2.3156  0.37
H 5.4308 2.2357 3.8263  0.37
H 4.4884 -1.0279 3.6544  0.33
H 3.2010 -2.8352 3.3763  0.47
H 1.4911 -2.3705 3.4181  0.26
H 2.1977 -3.0909 1.9492  0.30
H 1.4125 -2.8762 -0.1388  0.70
H -0.6113 -2.8740 -1.3145  0.31
H -0.6412 -1.1400 -1.5248  0.05
H -1.3149 -2.3674 -3.9678  0.53
H -0.1747 -2.6295 -6.2216  0.42
H 2.3216 -2.4630 -6.3550  0.41
H 3.6541 -1.9393 -4.3538  0.44
H 4.8497 -1.0632 -2.9938  0.48
H 4.8326 -2.8485 -2.9775  0.53
H 6.5924 -0.9827 -1.4577  0.29
H 6.8946 -2.6583 -1.9563  0.34
H 6.0305 -3.4950 0.0882  0.39
H 6.1913 -1.8275 0.6750  0.28
H 3.7063 -3.1917 0.3460  0.32
H 4.0119 -1.4654 0.6039  -0.74
H -3.6119 1.9654 -0.6127  0.43
H -1.9910 1.2907 -0.7230  0.21
H -3.4198 0.2222 -0.7851  0.30
H -4.2197 2.7694 1.3715  0.26

Force components x, y, z for each atom (eV/Å):
-0.180 0.273 0.106
0.343 -0.286 -0.025
-0.175 0.127 -0.392
-0.034 0.335 -0.228
0.213 -0.249 0.421
-0.250 -0.154 0.082
-0.143 0.248 0.034
-0.341 -0.018 -0.134
-0.253 -0.442 -0.097
-0.527 1.921 1.772
-0.197 -0.299 0.596
0.269 -0.234 -0.270
0.074 0.333 -0.356
-0.179 -0.203 0.253
-0.158 -0.016 -0.076
0.250 0.122 0.229
-0.319 0.121 -0.162
0.480 0.597 -0.528
0.170 -0.365 0.113
0.397 -1.445 -1.384
-0.078 0.085 0.084
0.372 0.186 0.637
0.502 -0.048 -0.322
-0.138 -0.011 0.478
-0.034 0.097 0.014
0.197 -0.024 -0.323
-0.647 0.243 -0.687
1.180 -1.194 0.698
-2.374 0.464 -0.406
0.843 -0.366 -0.498
0.145 0.301 0.066
-0.094 -0.331 0.116
0.121 0.661 1.248
0.308 -0.236 0.241
-0.053 0.249 -0.284
-0.120 -0.015 0.164
0.021 -0.044 0.159
0.162 0.030 -0.131
-0.055 -0.092 -0.139
-0.009 0.005 -0.321
0.080 0.246 0.091
-0.155 -0.068 -0.172
0.197 0.001 -0.265
-0.049 0.062 0.227
0.088 -0.125 0.132
0.003 0.062 0.165
-0.010 -0.003 -0.286
0.112 -0.183 -0.354
-0.139 0.450 0.043
0.123 -0.109 0.329
-0.111 -0.179 -0.003
-0.019 0.073 0.183
0.284 -0.069 -0.180
-0.021 -0.286 0.084
0.006 0.144 -0.075
-0.117 -0.126 0.181
0.027 -0.136 -0.114
-0.199 0.218 -0.245
-0.255 0.130 -0.149
0.275 -0.037 -0.256
-0.112 0.178 0.205
0.160 0.135 -0.256
0.272 0.118 -0.036
0.428 -0.217 0.173
0.206 -0.112 -0.300
0.277 0.073 0.159
-0.183 0.097 0.327
-0.519 -0.064 -0.208
-0.261 -0.227 0.281
-0.235 0.208 0.145
-0.054 -0.236 -0.051
-0.149 0.235 0.004
0.094 0.193 -0.125
0.001 -0.273 -0.224
0.146 0.235 -0.364
-0.124 -0.334 -0.196
0.097 -0.145 0.005
-0.153 -0.108 0.065
0.144 0.139 0.108
0.153 -0.284 0.206

Results
**ΔE to the lowest compared entry with this formula, charge and spin**: 0.0 kcal per mole
**Charge**: +1
**Electronic energy**: -38493.84191 eV
**HOMO-LUMO gap**: 6.56 eV
**E_LUMO**: -3.92 eV